C4H12N2O | wB97M-V/def2-TZVPD

Values from the calculation:
SMILES = N[C@H]1C[C@H](N)C1.O
gap between HOMO and LUMO = 9.8 eV
E_HOMO = -9.198 eV
total charge = 0

The geometry in XYZ format:
```
19
Properties=species:S:1:pos:R:3:forces:R:3:lowdin_charge:R:1
H -1.8295 -0.0739 -1.2638 -0.051 -0.085 -0.836 0.108
H -2.2173 -1.8453 -0.1583 -0.760 0.044 -0.120 0.030
H 1.2752 1.5718 -0.0081 -1.327 1.030 -0.095 0.092
C -0.7955 1.3278 -0.0977 0.114 0.392 0.334 -0.371
H 3.9030 -1.4427 0.4064 0.237 0.049 0.316 0.034
H 0.3706 2.8750 0.5416 0.194 0.108 0.217 0.059
O 3.8788 -0.5266 0.1082 -0.469 -0.412 -0.388 -0.065
H 3.2959 -0.6160 -0.6602 0.190 0.370 0.053 0.029
C -0.7831 0.0971 -1.0379 -0.732 0.909 1.284 -0.122
H -2.0609 0.1296 1.3099 -0.174 0.454 0.221 0.100
N 0.4100 2.1604 -0.1676 0.731 -1.540 0.106 0.032
H -0.1058 -0.0126 -1.8416 0.441 0.340 -1.153 0.097
H -0.4431 0.5452 2.0512 -0.515 -0.307 -0.780 0.116
C -0.5185 -0.7690 0.1498 -1.018 -2.309 0.591 -0.391
H -1.6682 1.9639 -0.1785 0.024 0.387 -0.465 0.120
N -1.2868 -2.1020 0.1008 2.231 0.328 -0.394 0.018
C -1.0125 0.3414 1.1096 0.741 -0.377 -0.105 -0.088
H -0.9336 -2.6809 -0.7183 -0.430 1.061 1.376 0.085
H 0.5213 -0.9430 0.3542 0.574 -0.443 -0.162 0.116
```
Forces are in eV/Å.

***

C4H12N2O | wB97M-V/def2-TZVPD

Values from the calculation:
SMILES = C[C@@H](O)[C@@H](N)CN
gap between HOMO and LUMO = 9.9 eV
E_HOMO = -8.853 eV
total charge = 0

The geometry in XYZ format:
```
19
Properties=species:S:1:pos:R:3:forces:R:3:lowdin_charge:R:1
C 0.4558 -0.3028 0.2421 1.153 0.923 0.071 -0.378
H -0.3548 0.5577 -1.5144 -0.247 0.598 -0.350 0.098
H 0.4160 2.5004 1.4985 0.057 -0.126 0.258 0.078
H 2.1847 0.0821 -2.0442 -0.301 0.540 0.499 0.068
O -1.8497 0.2956 0.6073 -1.164 -0.407 -0.465 -0.026
H -1.3012 2.4977 0.9570 0.112 0.342 0.338 0.084
H -0.0359 2.2700 -0.1838 0.206 0.071 -0.276 0.070
H 0.9372 -2.2430 0.0230 -0.218 0.011 -0.057 0.067
H -0.4679 0.3616 2.0918 0.199 -0.382 0.101 0.138
H -0.4854 -1.1488 -1.4724 -0.267 -0.474 -0.269 0.117
H 1.2863 -1.7773 1.4861 -0.262 0.528 0.201 0.076
C -0.3159 2.0497 0.8403 -0.654 -0.214 -0.678 -0.038
H -1.8956 -0.6543 0.4709 -0.312 -0.238 0.074 0.092
H 1.4900 -1.2139 -2.7423 -0.540 -0.323 -0.095 0.058
C -0.5516 0.5523 1.0172 1.181 0.552 0.428 -0.445
N 0.5790 -1.6496 0.7685 0.070 -0.864 -0.366 0.047
H 1.4031 0.2583 0.3149 0.065 -0.147 0.183 0.136
N 1.3792 -0.5116 -2.0442 0.941 -0.613 -0.505 0.009
C 0.1924 -0.3359 -1.2770 -0.021 0.225 0.908 -0.251
```
Forces are in eV/Å.

***

C4H12N2O | wB97M-V/def2-TZVPD

Values from the calculation:
SMILES = C=CCO.NCN
gap between HOMO and LUMO = 9.9 eV
E_HOMO = -9.112 eV
total charge = 0

The geometry in XYZ format:
```
19
Properties=species:S:1:pos:R:3:forces:R:3:lowdin_charge:R:1
H 0.2231 -3.2572 -0.5372 -0.032 -0.026 -0.061 0.106
C -0.1980 2.8452 -0.5624 0.071 -0.092 0.081 -0.377
H -1.1572 3.3553 -0.4852 -0.013 0.055 -0.051 0.101
H 0.3606 -0.9551 1.4972 -0.048 -0.018 0.007 0.105
C -0.1239 -2.3571 -0.0424 0.051 0.029 0.105 -0.164
N -0.0486 2.0185 0.6333 0.037 0.010 -0.073 -0.007
H 1.7271 -2.4522 2.5653 0.015 -0.035 -0.046 0.083
H 0.7092 1.6567 -1.9635 -0.001 -0.009 -0.026 0.056
N -0.1427 2.1946 -1.8619 -0.020 0.067 0.015 -0.010
C 0.8236 -1.7900 0.9613 0.133 0.010 -0.013 -0.287
H -1.9381 -2.2708 -1.0889 -0.041 0.029 -0.005 0.054
H 0.8758 1.6028 0.6677 -0.029 0.004 -0.014 0.050
H 0.5833 3.6062 -0.5320 -0.042 0.002 0.011 0.102
O 1.2052 -2.8335 1.8528 -0.047 0.057 0.048 -0.067
C -1.3002 -1.8294 -0.3352 -0.017 -0.090 -0.089 0.006
H 1.7101 -1.4077 0.4365 -0.014 0.028 0.031 0.116
H -1.6692 -0.9467 0.1722 -0.013 0.028 0.030 0.047
H -0.9239 1.5636 -1.9891 0.018 -0.043 0.004 0.052
H -0.7163 1.2566 0.6113 -0.008 -0.007 0.047 0.033
```
Forces are in eV/Å.

***

C4H12N2O | wB97M-V/def2-TZVPD

Values from the calculation:
SMILES = N/C=C/CCN.O
gap between HOMO and LUMO = 9.2 eV
E_HOMO = -8.304 eV
total charge = 0

The geometry in XYZ format:
```
19
Properties=species:S:1:pos:R:3:forces:R:3:lowdin_charge:R:1
H 1.2709 -2.4703 -0.6485 0.042 0.285 -0.196 0.100
N -1.5695 1.1639 -0.6239 0.958 -0.270 -0.147 0.030
C -0.0616 -0.7733 -0.5272 -0.427 -1.449 -0.872 -0.129
H -2.8654 3.7321 -2.4507 -0.018 0.033 0.107 0.023
H 1.5320 -1.2936 3.1269 0.210 -0.001 0.281 0.054
H -1.5559 2.9379 -2.4625 -0.218 -0.030 0.043 0.008
H -2.1582 0.6043 -1.2240 -0.218 0.110 0.012 0.083
H 0.1854 -2.4900 0.6861 -0.127 -0.018 0.090 0.106
C -0.5043 0.3909 -0.0981 0.242 0.192 0.819 -0.220
N 1.3457 -0.7820 2.2904 -0.402 -0.057 -0.284 -0.009
C 1.9204 -1.3160 1.0588 0.022 1.131 -0.178 -0.287
H 2.7191 -2.0301 1.2595 -0.344 -0.460 0.075 0.102
H -0.0645 0.8033 0.8040 -0.111 0.183 -0.065 0.094
H 1.3809 0.2179 2.4034 0.280 -0.199 0.149 0.055
C 0.8265 -1.8186 0.1100 0.684 0.075 0.458 -0.216
H -0.5589 -1.2272 -1.3903 -0.131 0.371 -0.039 0.100
H 2.4668 -0.4997 0.5678 -0.154 -0.039 -0.134 0.109
O -2.2371 3.3107 -3.0400 0.212 -0.080 -0.091 -0.076
H -2.0723 1.5399 0.1582 -0.503 0.223 -0.028 0.074
```
Forces are in eV/Å.

***

C4H12N2O | wB97M-V/def2-TZVPD

Values from the calculation:
SMILES = CC/C(N)=C/N.O
gap between HOMO and LUMO = 7.6 eV
E_HOMO = -6.986 eV
total charge = 0

The geometry in XYZ format:
```
19
Properties=species:S:1:pos:R:3:forces:R:3:lowdin_charge:R:1
N 1.1692 -1.3973 -2.7005 0.781 -0.016 0.266 -0.021
C -0.5782 0.6169 -0.2617 0.648 0.846 0.234 -0.215
C 0.2348 -0.6091 -0.5678 0.998 -0.321 0.058 -0.393
C -1.9691 0.4384 -0.9206 0.285 -1.496 1.931 -0.086
H 1.9161 0.2618 -1.4917 -0.642 0.446 -0.449 0.080
O 1.2318 2.2650 5.7174 -0.242 0.305 0.383 -0.060
N -0.1588 -1.7307 0.1155 -1.069 -0.670 -0.049 0.114
H -0.1631 1.4985 -0.7536 0.531 -0.141 0.275 0.103
H -2.5697 1.3389 -0.9446 0.236 0.231 -0.652 0.070
H 0.8226 2.4932 4.8766 0.301 -0.291 -0.015 0.031
H -0.0667 -2.6574 -0.2708 0.361 0.137 -0.134 0.102
H -2.5159 -0.2249 -0.2388 -0.231 -0.032 -0.207 0.061
C 1.2634 -0.6123 -1.4684 -0.665 0.869 -0.859 -0.194
H -1.8266 -0.1705 -1.8110 -0.353 0.659 -0.510 0.079
H 0.7241 -0.7430 -3.3472 -0.249 -0.413 0.129 0.060
H -0.6001 0.7911 0.8197 -0.471 0.202 -0.032 0.103
H -0.8934 -1.6607 0.7996 -0.253 0.134 -0.331 0.087
H 2.0849 -1.4828 -3.1379 0.091 -0.433 0.334 0.050
H 1.8947 1.5848 5.5859 -0.058 -0.016 -0.372 0.029
```
Forces are in eV/Å.

***

C4H12N2O | wB97M-V/def2-TZVPD

Values from the calculation:
SMILES = C[C@@H](N)ON(C)C
gap between HOMO and LUMO = 9.9 eV
E_HOMO = -8.855 eV
total charge = 0

The geometry in XYZ format:
```
19
Properties=species:S:1:pos:R:3:forces:R:3:lowdin_charge:R:1
C 1.6294 -0.3461 -1.4690 -0.555 0.800 -0.084 -0.097
C -1.6896 -0.2960 1.3886 -0.216 0.328 -0.637 -0.037
C -1.2968 -0.0424 -0.0693 0.295 -2.849 -0.646 -0.566
H -0.8974 -1.0219 -0.4902 -0.905 0.781 0.477 0.138
O -0.1938 0.7919 -0.1927 3.951 -0.433 0.069 -0.086
N -2.3893 0.3955 -0.8930 -0.668 0.521 0.504 0.066
H 0.8270 -0.6273 -2.1497 0.119 -0.099 -0.091 0.082
H -3.0712 0.9145 -0.3486 0.075 0.011 -0.041 0.068
H -2.1204 0.9937 -1.6650 0.330 -0.223 0.051 0.076
H 2.0807 0.5926 -1.8168 0.036 -0.020 -0.092 0.085
H 2.5614 1.1233 0.5461 0.105 0.017 0.088 0.083
H -2.5292 -0.9862 1.4286 -0.034 -0.106 0.037 0.076
C 2.0620 0.1878 0.8320 -0.546 1.010 0.019 -0.098
H -1.9934 0.6432 1.8500 0.042 0.090 0.141 0.077
H -0.8472 -0.7201 1.9295 0.026 0.024 -0.018 0.069
H 2.8165 -0.5979 0.9204 -0.202 -0.045 -0.127 0.091
H 2.4004 -1.1204 -1.4584 -0.168 -0.007 0.126 0.092
H 1.5789 0.3320 1.7970 0.068 -0.044 0.020 0.079
N 1.0720 -0.2162 -0.1396 -1.755 0.244 0.203 -0.198
```
Forces are in eV/Å.

***

Result set for LUMO level: 0.63 1.03 0.75 0.94 0.62 1.03 eV, one per record in the order listed.